100
Properties=species:S:1:pos:R:3:forces:R:3 method="wB97M-V/def2-TZVPD" charge=+1 mol_weight_g_mol=760.35 total_energy_ev=-89789.8293 homo_lumo_gap_ev=6.1881
C 0.542878 -1.643801 1.978057 -0.2 0.1 -0.5
Si 0.203162 0.090810 1.119175 -1.3 -1.4 1.0
C -1.569419 -0.021929 0.394837 -1.2 -0.2 0.4
C 0.166133 1.377671 2.544630 -0.4 0.9 0.7
C 1.602958 0.419409 -0.216789 0.2 -2.2 -1.3
C 1.045950 0.533400 -1.746225 1.1 -0.2 -1.2
C 1.112020 2.012935 -2.436365 -1.4 -0.9 -2.5
C -0.376681 2.765123 -2.563100 0.4 -0.9 -0.1
C -1.046206 3.154606 -1.124172 -1.4 1.4 -0.9
C -1.421729 4.783716 -1.064757 -0.5 -0.4 0.8
C -2.083114 5.124362 0.428365 0.3 -0.2 -0.2
N -3.236245 4.150218 0.735319 -1.2 -1.2 0.5
C -3.249570 3.307320 2.015879 -5.4 -1.5 -3.9
C -4.629806 2.412764 1.855961 1.9 2.9 -2.3
C -5.370319 2.815886 0.447284 5.0 2.7 1.0
C -4.411303 3.957659 -0.238813 -0.3 -3.5 4.8
N 2.159643 2.950030 -1.899625 -1.1 -0.4 4.5
C 2.394118 2.817104 -0.409470 -0.5 -0.6 -1.3
N 2.482768 4.047072 0.257275 0.1 0.0 -0.6
P 2.825975 4.165786 1.993603 1.9 0.5 1.4
O 4.076372 5.397050 2.128345 -1.5 -2.0 -1.4
Cl 1.140426 5.045559 2.997847 1.5 0.0 -1.4
N 2.592911 1.481477 0.207073 -2.0 4.1 -2.1
H 1.680217 -1.772732 2.256311 -2.4 -0.1 -0.4
H -0.165938 -1.661171 2.923397 1.6 -0.2 -1.9
H 0.165749 -2.440991 1.181585 1.0 1.3 1.9
H -1.668607 -0.571010 -0.634419 0.0 1.3 1.8
H -2.211287 -0.667345 1.167577 1.4 1.4 -1.6
H -2.030548 1.055622 0.426915 0.6 -2.1 -0.4
H 0.546106 2.401773 2.128214 -0.5 -1.7 1.2
H 0.777914 0.945834 3.443845 -0.8 1.2 -1.6
H -0.931212 1.583136 2.965260 2.3 -0.6 -1.1
H 2.230035 -0.599596 -0.181306 -1.3 2.2 -0.2
H -0.046526 0.122772 -1.919301 2.3 0.9 0.8
H 1.741278 -0.171924 -2.414401 -1.5 1.6 1.5
H 1.413111 1.820970 -3.577784 -0.6 0.4 2.6
H -1.081355 1.982451 -3.119794 1.6 1.7 1.2
H -0.277566 3.676756 -3.321471 -0.1 -1.7 1.8
H -0.386361 2.940036 -0.182637 -1.2 0.0 -1.8
H -2.109243 2.612970 -1.092936 2.6 1.0 0.4
H -0.471786 5.447235 -1.244051 -1.7 -1.2 0.4
H -2.226316 5.070057 -1.871042 1.7 -0.7 1.4
H -2.480933 6.225353 0.506671 0.8 -2.1 -0.3
H -1.250333 4.979749 1.251334 -1.8 0.2 -1.6
H -2.482791 3.286507 2.901988 -1.6 0.5 -2.3
H -5.010957 1.606362 2.645238 1.0 2.1 -2.0
H -6.348224 2.427876 -0.067313 2.2 0.8 1.4
H -4.515360 4.534791 -1.251859 0.4 -1.2 2.4
H 1.803248 3.924117 -2.119166 0.9 -1.4 0.6
H 2.356346 4.960557 -0.274676 0.2 -1.9 0.4
H 4.921529 5.107630 1.653632 -1.6 0.3 0.8
H 2.623637 1.438544 1.239022 0.4 0.9 -0.7
F -0.188857 -5.662296 2.459942 0.3 -0.1 -0.1
C -1.409076 -5.194544 2.754711 -1.0 0.4 0.3
C -2.500528 -5.604735 1.996998 0.0 0.0 0.0
C -3.771956 -5.121953 2.306795 0.3 0.1 0.4
C -3.936234 -4.224908 3.365144 0.1 -0.2 0.1
C -2.833758 -3.815244 4.116578 -0.1 -0.3 -0.4
C -1.564285 -4.306844 3.813586 0.1 0.0 -0.1
H -2.352486 -6.295564 1.173414 0.0 0.0 0.1
H -4.632850 -5.442565 1.725402 0.2 0.0 0.1
H -4.927441 -3.845148 3.603599 0.2 -0.1 -0.1
H -2.963481 -3.113808 4.937227 0.1 -0.2 -0.1
H -0.697734 -4.005893 4.392935 0.0 -0.1 -0.1
F 9.711143 0.037704 -1.383808 -0.1 0.0 0.0
C 8.490924 0.505456 -1.089039 -0.7 0.3 0.2
C 7.399472 0.095265 -1.846752 0.0 0.0 0.0
C 6.128044 0.578047 -1.536955 0.3 0.2 0.3
C 5.963766 1.475092 -0.478606 0.1 0.0 0.0
C 7.066242 1.884756 0.272828 0.0 -0.3 -0.4
C 8.335715 1.393156 -0.030164 0.1 0.0 0.0
H 7.547514 -0.595564 -2.670336 0.0 0.1 0.1
H 5.267150 0.257435 -2.118348 0.2 0.0 0.1
H 4.972559 1.854852 -0.240151 0.3 -0.1 -0.1
H 6.936519 2.586192 1.093477 0.1 -0.1 -0.1
H 9.202266 1.694107 0.549185 -0.1 -0.1 -0.1
F 0.257719 -3.623414 -3.770487 -0.2 0.1 -0.1
C 1.346320 -3.908787 -3.043766 0.9 -0.2 0.6
C 1.239835 -4.004587 -1.660604 -0.1 0.1 0.0
C 2.371992 -4.306768 -0.903974 0.2 0.1 -0.4
C 3.601513 -4.499198 -1.538818 0.0 0.0 0.0
C 3.699190 -4.395920 -2.927243 -0.3 0.1 0.3
C 2.564722 -4.104797 -3.684387 -0.1 0.1 -0.1
H 0.278241 -3.843677 -1.184267 0.0 -0.1 -0.1
H 2.297696 -4.391578 0.177338 0.0 0.0 -0.2
H 4.485196 -4.730465 -0.947894 -0.2 0.0 -0.1
H 4.658023 -4.542044 -3.418762 -0.2 0.0 0.1
H 2.620866 -4.029634 -4.765278 -0.1 0.0 0.1
F -3.766113 -2.451908 1.310785 0.2 0.3 0.0
C -4.551012 -2.317055 0.233584 -0.7 0.1 -0.9
C -5.796000 -1.711883 0.365599 0.0 0.0 0.1
C -6.611426 -1.566638 -0.756705 0.4 -0.2 -0.2
C -6.176760 -2.038565 -1.997724 0.0 0.0 0.1
C -4.927586 -2.649121 -2.119030 -0.2 0.2 0.3
C -4.107874 -2.784111 -0.998813 0.1 0.0 0.1
H -6.120288 -1.358961 1.339116 0.1 0.0 -0.1
H -7.583259 -1.087915 -0.665531 0.2 -0.1 0.0
H -6.814965 -1.929082 -2.871955 0.1 0.0 0.2
H -4.593153 -3.019340 -3.085155 0.0 0.1 0.2
H -3.130253 -3.248108 -1.076857 -0.1 0.0 0.1

52
Properties=species:S:1:pos:R:3:forces:R:3 method="wB97M-V/def2-TZVPD" smiles="CCOC(=O)C(O)(CCC(O)(C(=O)OCC)C(=O)OCC)C(=O)OCC" mol_weight_g_mol=378.37 total_energy_ev=-37490.0587 homo_lumo_gap_ev=10.6102 de_lowest_kj_mol=6.9
C 4.126531 -0.595037 -3.248150 -0.4 0.1 0.2
C 2.987528 0.392738 -3.045218 0.5 0.2 -0.1
H 2.571036 0.723712 -3.998697 0.0 0.0 0.1
H 3.328759 1.255698 -2.464000 -0.1 -0.1 -0.2
O 1.898310 -0.224617 -2.356974 -0.2 -0.2 -0.3
C 1.969524 -0.269384 -1.038602 0.0 -0.1 0.2
O 2.840698 0.223629 -0.370083 0.0 0.0 0.0
C 0.787164 -1.051910 -0.449473 0.2 -0.2 0.3
O -0.308711 -1.116979 -1.320503 -0.2 0.1 0.0
H -0.528348 -0.210654 -1.594231 0.0 -0.1 -0.1
C 0.431195 -0.530251 0.961662 0.1 0.2 -0.3
H 1.235756 -0.828278 1.636612 -0.1 0.0 0.1
H -0.484916 -1.036454 1.268850 0.1 -0.1 0.0
C 0.269052 0.985601 1.098423 -0.1 -0.1 -0.1
H 1.216685 1.473605 0.866787 -0.1 0.1 0.1
H -0.001689 1.201477 2.132207 0.0 0.0 -0.1
C -0.813812 1.602035 0.200000 -0.2 0.1 0.4
O -0.416803 1.620137 -1.146128 0.2 0.1 0.1
H -0.681900 2.480492 -1.516824 0.0 -0.1 0.1
C -1.133949 3.044986 0.613544 0.1 -0.1 -0.4
O -1.252311 3.904402 -0.227637 0.0 0.2 0.1
O -1.301428 3.192905 1.906385 0.1 -0.1 0.2
C -1.649038 4.500924 2.382160 -0.1 0.6 0.1
C -0.410285 5.364701 2.561710 -0.2 -0.3 -0.1
H -0.695430 6.323941 2.983517 0.0 0.1 0.1
H 0.294398 4.876949 3.230431 0.1 0.0 0.1
H 0.071063 5.532208 1.601331 0.0 0.1 0.0
H -2.339721 4.964362 1.670902 0.0 -0.1 0.2
H -2.152718 4.323780 3.333702 0.0 0.0 -0.2
C -2.147452 0.840227 0.392823 0.2 0.1 0.0
O -2.609782 0.589584 1.473053 0.0 -0.1 0.0
O -2.692482 0.547508 -0.772460 0.0 0.1 -0.3
C -3.860049 -0.281320 -0.762628 -0.4 -0.4 0.2
C -3.494166 -1.729649 -0.473656 0.1 0.3 0.0
H -4.347357 -2.370235 -0.676582 -0.1 -0.1 0.0
H -3.207500 -1.842600 0.568687 0.0 -0.1 0.1
H -2.655284 -2.027601 -1.098466 0.0 -0.1 0.0
H -4.280800 -0.169270 -1.763136 0.0 0.0 0.1
H -4.562088 0.100763 -0.014168 0.1 0.0 -0.2
C 1.265580 -2.511230 -0.293415 0.1 0.4 -0.3
O 2.365323 -2.902335 -0.576148 0.2 -0.1 0.0
O 0.287124 -3.263944 0.181303 -0.4 0.0 0.2
C 0.567217 -4.654785 0.367790 0.3 -0.4 0.1
C 1.251799 -4.901890 1.704104 -0.1 0.2 -0.3
H 2.221022 -4.409790 1.720406 0.1 0.0 0.0
H 1.396272 -5.968740 1.848065 0.0 -0.1 0.0
H 0.643042 -4.512204 2.516289 -0.1 0.0 0.1
H 1.201067 -5.002027 -0.454042 -0.2 0.0 0.1
H -0.406525 -5.146361 0.324234 0.1 0.1 0.0
H 4.496501 -0.931911 -2.283075 0.1 0.0 0.0
H 4.935120 -0.117376 -3.794270 0.1 0.0 -0.1
H 3.776778 -1.459533 -3.806413 0.0 -0.1 -0.1

E_HOMO: -10.1; -9.8 (eV)
LUMO energy: -3.88; 0.77 (eV)